Below is 2 unconnected molecules or ions with the total composition C23H29FN2O5 at a distorted geometry, with properties calculated with ωB97M-V/def2-TZVPD.

Positions of all 60 atoms, in Å:
1 O -7.56 4.37 0.12
2 C -6.90 3.79 1.16
3 C -7.59 3.46 2.32
4 C -6.92 2.87 3.39
5 O -7.60 2.55 4.52
6 C -5.55 2.61 3.29
7 C -4.84 2.94 2.13
8 C -3.41 2.62 2.08
9 C -2.62 2.69 0.94
10 C -1.19 2.37 0.91
11 C -0.54 1.68 1.94
12 C 0.84 1.44 1.87
13 C 1.57 1.87 0.76
14 O 2.92 1.66 0.70
15 C 0.93 2.54 -0.28
16 F 1.63 2.96 -1.36
17 C -0.45 2.78 -0.21
18 C -5.53 3.54 1.06
19 H -6.94 4.56 -0.60
20 H -8.65 3.65 2.39
21 H -6.98 2.18 5.18
22 H -5.03 2.15 4.13
23 H -2.95 2.31 3.01
24 H -3.07 3.01 0.01
25 H -1.07 1.32 2.81
26 H 1.35 0.91 2.67
27 H 3.27 2.17 -0.05
28 H -0.93 3.31 -1.03
29 H -5.02 3.82 0.15
30 C 4.91 -5.50 -2.02
31 N 4.48 -4.12 -1.82
32 C 4.24 -3.58 -0.62
33 O 4.39 -4.22 0.42
34 C 3.80 -2.10 -0.51
35 C 2.40 -1.90 0.10
36 C 1.16 -2.14 -0.78
37 C 0.96 -3.60 -1.18
38 C -0.10 -1.71 -0.02
39 N 4.03 -1.19 -1.66
40 C 3.66 -1.31 -2.94
41 C 3.98 -0.14 -3.83
42 O 3.11 -2.30 -3.41
43 H 5.86 -5.67 -1.52
44 H 4.17 -6.18 -1.61
45 H 5.02 -5.70 -3.09
46 H 4.23 -3.57 -2.63
47 H 4.48 -1.72 0.26
48 H 2.35 -0.87 0.46
49 H 2.31 -2.53 0.99
50 H 1.21 -1.53 -1.68
51 H 1.75 -3.91 -1.86
52 H 0.01 -3.73 -1.70
53 H 0.98 -4.24 -0.29
54 H -0.18 -2.27 0.91
55 H -0.98 -1.88 -0.63
56 H -0.04 -0.65 0.21
57 H 4.49 -0.33 -1.43
58 H 5.05 0.05 -3.83
59 H 3.44 0.74 -3.48
60 H 3.66 -0.37 -4.85

Properties
Total charge = 0
Highest occupied orbital energy = -8.01 eV
DFT total energy = -40257.5314 eV
Lowest unoccupied orbital energy = -0.051 eV

Below is a molecular structure, C29H25ClN4ORuSSe at a distorted geometry, with properties calculated with ωB97M-V/def2-TZVPD.

Positions of all 63 atoms, in Å:
1 Ru 0.36 0.18 -1.41
2 Cl -6.16 2.92 0.14
3 C -4.85 2.04 -0.45
4 C -4.89 0.64 -0.35
5 C -3.78 -0.13 -0.71
6 C -2.64 0.49 -1.19
7 O -1.62 -0.25 -1.50
8 C -2.56 1.93 -1.33
9 C -1.39 2.68 -1.67
10 N -0.19 2.17 -1.76
11 C 0.90 3.01 -2.08
12 C 0.84 4.36 -2.10
13 C 2.00 5.09 -2.37
14 C 3.21 4.54 -2.66
15 C 3.27 3.10 -2.60
16 C 4.52 2.41 -2.64
17 C 4.54 1.07 -2.44
18 C 3.33 0.38 -2.28
19 N 2.20 1.00 -2.15
20 C 2.14 2.36 -2.33
21 C -3.74 2.71 -0.99
22 H -5.78 0.20 0.14
23 H -3.80 -1.20 -0.47
24 H -1.59 3.76 -1.86
25 H -0.07 4.94 -1.87
26 H 1.95 6.15 -2.37
27 H 4.11 5.13 -2.83
28 H 5.36 3.05 -2.77
29 H 5.47 0.44 -2.49
30 H 3.32 -0.70 -2.17
31 H -3.80 3.78 -1.11
32 S 0.96 -1.86 -2.08
33 C -0.21 -3.06 -2.03
34 N -1.48 -2.67 -2.09
35 C -2.49 -3.52 -2.03
36 C -2.29 -4.86 -2.01
37 C -0.92 -5.24 -2.03
38 N 0.04 -4.38 -1.91
39 H -1.74 -1.61 -2.05
40 H -3.50 -3.03 -2.01
41 H -3.12 -5.57 -2.11
42 H -0.59 -6.26 -2.15
43 C 1.84 -2.77 5.75
44 C 1.17 -2.10 4.62
45 C 0.59 -0.79 4.86
46 C 0.14 0.03 3.90
47 C -0.46 1.37 4.20
48 C 0.22 -0.45 2.53
49 Se -0.14 0.69 1.18
50 C 0.76 -1.79 2.30
51 C 0.73 -2.41 0.92
52 C 1.31 -2.49 3.30
53 H 2.35 -2.09 6.38
54 H 2.52 -3.58 5.37
55 H 1.10 -3.32 6.30
56 H 0.51 -0.48 5.90
57 H -0.91 1.36 5.23
58 H -1.20 1.67 3.40
59 H 0.34 2.12 4.14
60 H -0.16 -1.89 0.43
61 H 0.61 -3.47 0.98
62 H 1.64 -2.29 0.39
63 H 1.71 -3.53 3.09

Properties
Total charge = +2
Highest occupied orbital energy (spin up / spin down) = -13.27 / -13.64 eV
DFT total energy = -129757.4884 eV
Lowest unoccupied orbital energy (spin up / spin down) = -6.440 / -7.901 eV
Spin multiplicity = 5
ΔE to the lowest compared entry with this formula, charge and spin = 3.3 kcal per mole

Below is a molecular structure, C29H36N6O2Pb, with properties calculated with ωB97M-V/def2-TZVPD.

Positions of all 74 atoms, in Å:
1 Pb -0.23 -0.48 -0.42
2 C -1.77 -5.10 0.04
3 C -1.78 -3.60 0.21
4 O -0.89 -2.94 -0.33
5 C -2.89 -3.06 0.94
6 C -3.24 -1.75 1.18
7 C -4.49 -1.51 1.98
8 N -2.52 -0.68 0.74
9 N -3.06 0.46 1.13
10 C -2.39 1.57 0.71
11 O -1.35 1.56 0.03
12 C -3.00 2.86 1.11
13 C -2.53 4.03 0.52
14 C -3.08 5.26 0.86
15 C -4.10 5.32 1.80
16 C -4.57 4.15 2.40
17 C -4.03 2.93 2.05
18 H -2.51 -5.38 -0.71
19 H -2.03 -5.62 0.97
20 H -0.79 -5.43 -0.31
21 H -3.57 -3.81 1.34
22 H -4.99 -2.45 2.19
23 H -5.16 -0.83 1.46
24 H -4.23 -1.01 2.92
25 H -1.74 3.96 -0.21
26 H -2.72 6.16 0.39
27 H -4.53 6.27 2.07
28 H -5.36 4.20 3.14
29 H -4.39 2.01 2.50
30 N 2.97 0.77 -0.22
31 C 3.60 1.72 -0.41
32 N 4.31 2.82 -0.63
33 C 5.20 3.36 0.39
34 C 4.76 4.76 0.79
35 C 4.62 5.65 -0.44
36 C 3.65 5.03 -1.45
37 C 4.10 3.63 -1.83
38 H 6.22 3.39 -0.02
39 H 5.20 2.67 1.24
40 H 5.48 5.18 1.50
41 H 3.80 4.69 1.31
42 H 5.60 5.77 -0.91
43 H 4.28 6.65 -0.15
44 H 3.58 5.65 -2.35
45 H 2.65 4.98 -1.01
46 H 5.04 3.67 -2.38
47 H 3.37 3.12 -2.45
48 N 0.45 -1.85 2.57
49 C 1.14 -2.77 2.55
50 C 2.00 -3.92 2.40
51 C 2.03 -4.55 1.16
52 C 2.84 -5.66 0.98
53 C 3.62 -6.12 2.03
54 C 3.59 -5.48 3.26
55 C 2.78 -4.37 3.45
56 H 1.43 -4.16 0.35
57 H 2.87 -6.15 0.02
58 H 4.26 -6.99 1.89
59 H 4.21 -5.84 4.08
60 H 2.75 -3.86 4.41
61 C -0.56 -2.19 -3.55
62 C -1.60 -1.07 -3.35
63 C -2.91 -1.67 -2.83
64 C -1.87 -0.39 -4.70
65 N -1.13 -0.10 -2.40
66 H -0.92 -2.90 -4.29
67 H -0.37 -2.72 -2.62
68 H 0.38 -1.77 -3.92
69 H -3.32 -2.38 -3.56
70 H -3.65 -0.89 -2.66
71 H -2.75 -2.20 -1.88
72 H -2.26 -1.09 -5.44
73 H -0.94 0.04 -5.09
74 H -2.58 0.42 -4.57

Properties
Total charge = 0
Highest occupied orbital energy (spin up / spin down) = -7.33 / -6.70 eV
DFT total energy = -48937.5879 eV
Lowest unoccupied orbital energy (spin up / spin down) = -1.180 / 0.518 eV
ΔE to the lowest compared entry with this formula, charge and spin = 18.8 kcal per mole